Entry 1:
Molecular formula: C6H20O6S
Method: DFT, wB97M-V/def2-TZVPD

Output
HOMO-LUMO gap = 0.377 hartree
HOMO = -9.805 eV
SMILES = CCOS(C)(=O)=O.CO.CO.CO
ΔE to the lowest compared entry with this formula, charge and spin = 0.0 kJ/mol

```
33
C6H20O6S | OMol25 | wB97M-V/def2-TZVPD
O -4.227 -1.558 -3.391
S -2.852 -1.629 -2.981
O -1.895 -0.682 -3.494
O -2.878 -1.577 -1.366
C -1.623 -1.348 -0.705
C -1.867 -1.603 0.770
C -2.236 -3.275 -3.276
H -1.272 -0.326 -0.870
H -0.874 -2.020 -1.141
H -2.706 -0.991 1.109
H -1.041 -1.264 1.394
H -2.114 -2.649 0.933
H -2.677 -3.563 -4.233
H -2.636 -3.989 -2.563
H -1.160 -3.197 -3.389
C -1.225 2.747 1.637
O -1.119 1.341 1.891
H -1.126 2.908 0.560
H -2.197 3.147 1.924
H -0.443 3.295 2.158
H -2.000 1.013 2.078
C 5.703 1.520 2.235
O 4.585 0.668 2.066
H 6.601 1.070 1.815
H 5.525 2.427 1.651
H 5.849 1.726 3.294
H 3.752 1.124 1.916
C 1.423 1.087 -0.410
O 1.794 1.209 0.982
H 2.226 1.550 -0.970
H 1.269 0.024 -0.627
H 0.418 1.497 -0.541
H 1.022 1.319 1.543
```

---

Entry 2:
Molecular formula: C6H20O7
Method: DFT, wB97M-V/def2-TZVPD

Output
HOMO-LUMO gap = 0.393 hartree
HOMO = -10.038 eV
SMILES = OCCO.OCCO.OCCO.O
ΔE to the lowest compared entry with this formula, charge and spin = 211.1 kJ/mol

```
33
C6H20O7 | OMol25 | wB97M-V/def2-TZVPD
O -0.294 -0.624 -1.623
H 0.116 -0.911 -0.815
H 0.086 0.229 -1.835
C -2.539 0.437 0.753
C -2.800 1.927 1.279
O -2.176 2.889 0.489
O -2.715 0.340 -0.621
H -3.227 -0.224 1.368
H -1.512 0.144 0.873
H -2.367 2.009 2.306
H -3.879 2.079 1.246
H -2.441 2.879 -0.432
H -2.038 -0.026 -1.166
C 1.773 -3.038 -1.061
C 1.674 -2.984 0.492
O 0.696 -1.994 0.885
O 0.542 -3.382 -1.680
H 2.513 -3.704 -1.478
H 2.104 -2.003 -1.376
H 2.665 -2.679 0.750
H 1.453 -3.998 0.981
H -0.189 -2.340 0.615
H 0.097 -2.625 -2.117
C 1.973 1.184 -0.027
C 0.835 1.691 0.872
O 0.734 3.076 0.645
O 1.620 1.422 -1.403
H 2.127 0.164 0.075
H 2.928 1.684 0.215
H 1.087 1.495 1.891
H -0.046 1.148 0.585
H -0.152 3.372 0.719
H 1.351 2.361 -1.406
```

---

Entry 3:
Molecular formula: C6H21ClI2NP2Pb
Method: DFT, wB97M-V/def2-TZVPD

Output
HOMO-LUMO gap (alpha / beta) = 0.171 / 0.161 hartree
HOMO (alpha / beta) = -17.847 / -18.265 eV
total charge = +3

```
34
C6H21ClI2NP2Pb | OMol25 | wB97M-V/def2-TZVPD
I 1.985 0.736 -0.031
I -1.100 2.077 -0.504
Pb -1.612 -2.787 0.586
P -0.053 -0.920 -2.422
C 0.712 0.225 -3.685
C 0.923 -2.401 -3.016
H 0.689 -2.441 -4.105
H -1.130 -1.560 -4.436
H 0.577 -3.325 -2.544
H -2.153 -2.078 -3.067
H 1.763 0.427 -3.473
H 2.001 -2.233 -2.881
C -1.551 -1.254 -3.454
H 0.633 -0.303 -4.654
H -2.141 -0.342 -3.591
H 0.162 1.163 -3.741
P -0.333 0.278 2.547
C 0.331 1.892 3.226
C -1.937 0.419 3.460
H 0.220 -1.790 3.824
H 0.183 -0.287 4.814
H 1.630 -0.623 3.780
C 0.537 -0.743 3.859
H -2.515 -0.504 3.433
H -1.627 0.609 4.509
H 0.134 1.861 4.316
H -0.198 2.739 2.788
H -2.511 1.275 3.098
H 1.405 2.000 3.060
Cl -2.301 -5.076 1.096
N 1.919 2.999 -0.629
H 2.291 3.298 -1.533
H 2.193 3.710 0.050
H 0.876 2.958 -0.680
```

---

Entry 4:
Molecular formula: C6H21N2O2
Method: DFT, wB97M-V/def2-TZVPD

Output
HOMO-LUMO gap = 0.385 hartree
HOMO = -13.050 eV
total charge = +1
ΔE to the lowest compared entry with this formula, charge and spin = 0.0 kJ/mol

```
31
C6H21N2O2 | OMol25 | wB97M-V/def2-TZVPD
N 1.337 -1.276 -0.372
C 0.175 -0.329 -0.609
C -1.162 -0.988 -0.226
C -1.172 -1.493 1.226
C -2.298 -0.013 -0.525
C 0.522 0.950 0.154
N 1.967 1.152 0.313
C 2.560 2.126 -0.611
H 1.095 -1.782 0.482
H 2.165 -0.686 -0.226
H 1.386 -1.952 -1.126
H 0.181 -0.162 -1.679
H -1.252 -1.885 -0.839
H -0.754 -0.791 1.947
H -0.631 -2.437 1.370
H -2.197 -1.745 1.497
H -2.549 0.052 -1.579
H -2.047 1.014 -0.261
H -3.155 -0.236 0.105
H 0.013 1.824 -0.248
H 0.183 0.899 1.182
H 2.150 1.373 1.277
H 2.205 2.006 -1.633
H 2.390 3.142 -0.261
H 3.626 1.930 -0.666
H -2.114 3.286 2.934
H -1.014 4.223 2.582
O -1.249 3.290 2.508
H -0.773 -4.100 -1.930
H 0.396 -3.849 -2.809
O 0.016 -3.544 -1.977
```

---

Entry 5:
Molecular formula: C6H21N4Pd
Method: DFT, wB97M-V/def2-TZVPD

Output
HOMO-LUMO gap (alpha / beta) = 0.099 / 0.285 hartree
HOMO (alpha / beta) = 0.725 / -4.443 eV
total charge = -1
spin multiplicity = 3

```
32
C6H21N4Pd | OMol25 | wB97M-V/def2-TZVPD
C -1.478 -1.747 -1.799
Pd -0.075 -0.082 -0.128
N 0.940 1.577 0.936
H -1.395 0.796 -0.098
H 0.762 1.586 1.940
H -0.933 -0.761 -1.729
H -2.470 -1.591 -2.227
H -1.592 -2.163 -0.793
H -0.911 -2.401 -2.464
H 1.930 1.449 0.768
H 0.648 2.485 0.544
C 4.291 -2.007 0.074
N 3.563 -1.784 1.312
C 4.130 -2.368 2.520
C 2.258 -1.430 1.249
N 1.706 -1.182 0.082
N 1.586 -1.337 2.446
C 2.098 -0.536 3.559
C 0.165 -1.623 2.474
H 5.256 -2.446 0.342
H 4.459 -1.051 -0.448
H 3.754 -2.709 -0.591
H 4.385 -1.581 3.243
H 3.428 -3.094 2.966
H 5.054 -2.875 2.216
H 2.348 -1.380 -0.681
H 1.379 0.269 3.795
H 2.217 -1.164 4.456
H 3.059 -0.070 3.308
H -0.361 -1.055 1.656
H 0.002 -2.701 2.322
H -0.232 -1.325 3.453
```

---

Entry 6:
Molecular formula: C6H21NO4
Method: DFT, wB97M-V/def2-TZVPD

Output
HOMO-LUMO gap = 0.330 hartree
HOMO = -8.476 eV
SMILES = CCCC/C=C/N.O.O.O.O
ΔE to the lowest compared entry with this formula, charge and spin = 294.6 kJ/mol

```
32
C6H21NO4 | OMol25 | wB97M-V/def2-TZVPD
C 1.801 -2.473 -0.029
C 0.282 -2.270 -0.016
C -0.306 -2.097 1.422
C 0.177 -0.953 2.278
N -0.415 2.699 1.049
C -0.341 1.561 1.910
C 0.197 0.367 1.534
H 2.080 -3.088 -0.901
H 2.319 -1.491 -0.186
H 2.216 -2.846 0.944
H 0.032 -1.388 -0.657
H -0.236 -3.163 -0.411
H -0.200 -3.124 1.877
H -1.360 -1.889 1.232
H -0.638 -0.746 3.001
H 1.310 -1.057 2.525
H 0.350 2.980 0.592
H -0.776 3.525 1.588
H -1.103 1.543 2.794
H 0.346 0.113 0.527
H -3.091 1.980 -0.427
H -1.789 2.614 -0.662
O -2.433 1.995 -1.180
H -2.439 -0.243 -2.878
H -1.944 0.386 -1.479
O -1.987 -0.467 -2.067
H 1.080 2.360 -2.174
H 1.438 2.600 -0.701
O 1.173 3.003 -1.596
H 0.766 -0.480 -2.213
H 1.778 0.146 -3.286
O 1.715 -0.099 -2.411
```

---

Entry 7:
Molecular formula: C6H21O7P
Method: DFT, wB97M-V/def2-TZVPD

Output
HOMO-LUMO gap (alpha / beta) = 0.357 / 0.091 hartree
HOMO (alpha / beta) = -12.640 / -12.639 eV
total charge = +1
spin multiplicity = 2
ΔE to the lowest compared entry with this formula, charge and spin = 16.2 kJ/mol

```
35
C6H21O7P | OMol25 | wB97M-V/def2-TZVPD
C 0.668 -3.952 2.587
O 1.312 -3.133 3.534
H -0.317 -3.502 2.466
H 1.152 -4.059 1.616
H 0.545 -5.006 2.834
H 1.757 -2.395 3.111
C 3.422 3.132 0.541
O 3.872 1.800 0.739
H 4.267 3.760 0.821
H 3.066 3.334 -0.470
H 2.574 3.430 1.158
H 4.355 1.947 1.555
C 1.989 -0.880 0.549
O 2.302 -0.566 1.890
H 1.387 -0.124 0.046
H 2.852 -0.897 -0.117
H 1.578 -1.863 0.322
H 2.653 0.328 1.893
C -2.149 -2.049 -2.370
O -2.741 -0.835 -2.410
P -1.973 0.443 -1.761
O -0.897 1.048 -2.638
O -1.595 0.024 -0.226
C -1.492 1.051 0.748
O -3.180 1.524 -1.554
C -3.701 2.459 -2.570
H -1.192 -1.973 -1.854
H -1.978 -2.354 -3.402
H -2.835 -2.825 -2.031
H -2.137 0.728 1.565
H -1.710 2.090 0.504
H -0.522 0.992 1.242
H -4.768 2.524 -2.355
H -3.363 2.394 -3.604
H -3.202 3.405 -2.361
```

---

Entry 8:
Molecular formula: C6H22N2O3
Method: DFT, wB97M-V/def2-TZVPD

Output
HOMO-LUMO gap (alpha / beta) = 0.319 / 0.127 hartree
HOMO (alpha / beta) = -11.766 / -11.764 eV
total charge = +1
spin multiplicity = 2
ΔE to the lowest compared entry with this formula, charge and spin = 173.5 kJ/mol

```
33
C6H22N2O3 | OMol25 | wB97M-V/def2-TZVPD
C -0.425 -0.304 -0.660
C -1.551 -0.003 -1.640
C -2.870 0.557 -1.033
N -3.448 -0.538 -0.248
C 0.230 1.099 -0.329
N 1.681 0.854 -0.055
C 2.106 1.414 1.281
C 2.507 1.549 -1.062
H 0.267 -0.976 -1.211
H -0.695 -0.802 0.296
H -1.733 -0.901 -2.254
H -1.175 0.678 -2.418
H -2.468 1.306 -0.288
H -3.634 1.057 -1.668
H -2.870 -0.946 0.454
H -3.778 -1.221 -0.926
H 0.013 1.856 -1.090
H -0.285 1.524 0.517
H 2.332 2.509 1.192
H 3.109 1.118 1.537
H 1.407 1.268 2.053
H 2.630 0.742 -1.865
H 2.164 2.512 -1.452
H 3.581 1.652 -0.714
H 0.797 -1.556 2.679
H 0.143 -2.909 3.019
O 0.574 -2.149 3.406
H 1.792 -2.307 -1.794
H 2.945 -1.301 -2.087
O 2.738 -2.227 -1.869
H -1.954 -1.700 3.263
H -1.770 -0.551 2.511
O -2.360 -1.300 2.454
```

---

Entry 9:
Molecular formula: C6H22N2O4
Method: DFT, wB97M-V/def2-TZVPD

Output
HOMO-LUMO gap (alpha / beta) = 0.094 / 0.323 hartree
HOMO (alpha / beta) = 0.551 / -5.637 eV
total charge = -1
spin multiplicity = 2
ΔE to the lowest compared entry with this formula, charge and spin = 0.0 kJ/mol

```
34
C6H22N2O4 | OMol25 | wB97M-V/def2-TZVPD
C -1.059 -2.051 -0.533
N -0.110 -0.925 -0.209
C 1.199 -1.423 0.237
C 1.840 -0.300 1.009
C 0.792 0.798 1.125
C -0.523 0.133 0.733
C -1.677 0.975 0.285
N -1.391 1.838 -0.891
H -0.884 -2.122 -1.607
H -2.060 -1.731 -0.294
H -0.757 -2.935 0.016
H 1.797 -1.654 -0.672
H 1.239 -2.429 0.673
H 2.856 -0.034 0.719
H 2.030 -0.705 2.021
H 0.724 1.122 2.169
H 0.989 1.712 0.546
H -0.913 -0.348 1.657
H -2.010 1.586 1.124
H -2.531 0.281 0.147
H -0.613 1.341 -1.315
H -2.186 1.680 -1.505
H 3.130 2.701 -0.998
H 2.400 3.123 0.177
O 3.313 3.076 -0.128
H -2.632 -0.966 -3.281
H -2.893 -0.367 -1.800
O -3.015 -0.253 -2.761
H 1.162 0.972 -1.944
H 1.244 1.099 -3.481
O 1.693 1.308 -2.673
H -0.083 -1.484 3.248
H -0.746 -2.441 4.010
O -0.326 -1.579 4.198
```

---

Entry 10:
Molecular formula: C6H22NO6
Method: DFT, wB97M-V/def2-TZVPD

Output
HOMO-LUMO gap = 0.355 hartree
HOMO = -12.470 eV
total charge = +1
ΔE to the lowest compared entry with this formula, charge and spin = 70.1 kJ/mol

```
35
C6H22NO6 | OMol25 | wB97M-V/def2-TZVPD
O 0.166 2.174 -1.795
C 0.724 1.113 -1.732
C 0.400 0.284 -0.496
C -0.239 -1.051 -0.854
C -0.597 -1.911 0.474
C 0.695 -3.861 1.190
C 0.605 -2.532 1.091
N -0.427 1.103 0.424
H 1.299 0.685 -2.553
H 1.294 -0.005 0.061
H 0.204 -1.779 -1.531
H -1.180 -1.001 -1.423
H -0.910 -1.141 1.164
H -1.439 -2.436 0.048
H 1.399 -4.253 1.913
H -0.006 -4.499 0.682
H 1.293 -1.905 1.642
H 0.176 1.576 1.086
H -1.091 0.628 1.030
H -0.984 1.714 -0.189
H 2.848 2.980 -0.432
H 3.582 2.160 -1.503
O 2.827 2.195 -0.936
H 1.770 -2.466 -3.393
H 2.420 -0.965 -3.451
O 1.711 -1.558 -3.689
H -4.154 -1.114 0.802
H -3.493 -0.935 2.173
O -3.298 -1.040 1.237
H 0.763 0.020 3.687
H -0.595 -0.650 3.405
O -0.108 0.175 3.310
H -2.929 4.069 1.306
H -1.342 4.037 1.481
O -2.098 3.697 1.023
```

---

Entry 11:
Molecular formula: C6H22O5
Method: DFT, wB97M-V/def2-TZVPD

Output
HOMO-LUMO gap = 0.395 hartree
HOMO = -10.661 eV
SMILES = CCCCCCO.O.O.O.O
ΔE to the lowest compared entry with this formula, charge and spin = 87.9 kJ/mol

```
33
C6H22O5 | OMol25 | wB97M-V/def2-TZVPD
C 0.677 -1.093 0.719
O 0.151 -1.374 2.033
C -0.278 -1.439 -0.362
C 0.263 -1.101 -1.828
C 0.500 0.370 -2.054
C 1.895 0.946 -1.738
C 1.782 2.482 -1.829
H 0.812 0.030 0.773
H 1.606 -1.694 0.495
H 0.401 -2.318 2.180
H -1.280 -0.916 -0.186
H -0.572 -2.491 -0.349
H -0.529 -1.442 -2.543
H 1.134 -1.719 -1.976
H -0.214 0.925 -1.412
H 0.329 0.605 -3.104
H 2.274 0.632 -0.717
H 2.691 0.493 -2.438
H 2.436 2.808 -1.029
H 1.944 2.844 -2.867
H 0.737 2.904 -1.792
H -0.575 1.416 0.569
H -1.341 1.853 1.716
O -1.128 2.176 0.827
H 0.347 -4.465 0.763
H 1.801 -4.180 0.652
O 1.042 -3.978 1.215
H -0.798 0.000 2.953
H -0.167 0.924 3.832
O -1.075 0.770 3.485
H -2.642 2.515 -0.655
H -3.934 1.706 -0.844
O -3.340 2.360 -1.304
```

---

Entry 12:
Molecular formula: C6H23BClN5O3V
Method: DFT, wB97M-V/def2-TZVPD

Output
HOMO-LUMO gap (alpha / beta) = 0.240 / 0.314 hartree
HOMO (alpha / beta) = -6.266 / -8.300 eV
spin multiplicity = 4
ΔE to the lowest compared entry with this formula, charge and spin = 0.0 kJ/mol

```
40
C6H23BClN5O3V | OMol25 | wB97M-V/def2-TZVPD
V 0.021 0.086 1.029
B -1.772 1.188 2.084
H -0.772 1.030 2.721
H -2.072 0.211 1.483
H -2.613 1.650 2.806
H -1.557 2.052 1.253
Cl 2.013 -0.152 2.562
C -1.616 -3.056 -0.604
C -0.529 -2.999 0.480
C 0.900 -2.795 0.022
O 1.133 -1.425 -0.238
C 2.436 -1.144 -0.710
N -0.896 -1.953 1.485
H -2.135 -2.111 -0.765
H -2.400 -3.743 -0.265
H -1.251 -3.449 -1.552
H -0.597 -3.966 0.991
H 1.061 -3.340 -0.916
H 1.570 -3.191 0.793
H 2.749 -1.857 -1.482
H 3.165 -1.172 0.104
H 2.429 -0.138 -1.127
H -1.878 -2.050 1.717
H -0.391 -2.174 2.345
C -1.502 0.769 -1.852
O -1.013 0.237 -0.872
N -0.889 0.686 -3.077
N -2.642 1.504 -1.768
H -1.291 0.954 -3.957
H -0.142 0.016 -3.136
H -2.973 2.005 -2.571
H -3.026 1.653 -0.850
C 1.707 2.962 0.428
O 0.948 2.008 0.317
N 1.676 3.763 1.533
N 2.634 3.266 -0.533
H 1.376 3.305 2.381
H 2.411 4.443 1.632
H 2.468 2.883 -1.446
H 3.258 4.046 -0.447
```